Record 1
8
Properties=species:S:1:pos:R:3 method="wB97M-V/def2-TZVPD" homo_energy_ha=-0.6597 charge=+1 relative_energy_kcal_mol=129.9 energy_ev=-2611.793
C -0.971 0.095 -0.015
N 1.536 0.100 0.138
H -1.545 -0.643 -0.787
H -1.623 -0.094 0.816
H -0.934 1.115 -0.332
H 0.832 -0.167 0.878
H 1.941 -0.788 -0.169
H 0.764 0.382 -0.529

***

Record 2
17
Properties=species:S:1:pos:R:3 method="wB97M-V/def2-TZVPD" homo_energy_ha=-0.3671 charge=0 relative_energy_kcal_mol=158.1 energy_ev=-15331.160
C 2.436 -0.789 -0.456
C 1.280 -0.961 0.288
C 2.329 -0.072 -1.652
C 0.200 -0.339 -0.292
C -2.348 0.681 0.298
N 1.202 0.441 -2.097
N 0.109 0.317 -1.382
N -1.469 -0.356 0.746
N -1.544 -0.932 1.924
O -0.674 -1.726 2.228
O -2.510 -0.654 2.608
H 3.378 -1.191 -0.116
H 1.219 -1.520 1.206
H 3.188 0.095 -2.285
H -1.986 1.668 0.603
H -2.399 0.641 -0.790
H -3.339 0.519 0.725

***

Record 3
105
Properties=species:S:1:pos:R:3 method="wB97M-V/def2-TZVPD" homo_energy_ha="-0.4721 / -0.4888" s_squared=6.095 spin_multiplicity=5 charge=+2 relative_energy_kcal_mol=0.0 energy_ev=-62391.597
Pt -0.418 0.103 0.139
C -1.413 1.757 4.371
N -1.326 2.050 2.940
C -0.003 2.000 2.395
C -2.381 2.697 2.309
C -3.144 3.574 3.093
C -4.319 4.148 2.662
C -4.829 3.794 1.406
C -4.098 2.984 0.591
C -2.799 2.467 0.935
N -2.127 1.690 0.043
C -2.451 1.708 -1.325
C -2.664 2.900 -2.033
C -2.937 2.899 -3.388
C -3.011 1.697 -4.076
C -2.764 0.509 -3.402
C -2.446 0.505 -2.054
N -2.160 -0.730 -1.351
C -3.397 -1.267 -0.750
C -1.558 -1.777 -2.195
H -0.914 2.512 4.989
H -2.451 1.682 4.682
H -0.934 0.793 4.562
H 0.350 2.977 2.059
H 0.681 1.588 3.131
H 0.023 1.323 1.508
H -2.777 3.820 4.081
H -4.849 4.841 3.303
H -5.799 4.148 1.081
H -4.535 2.675 -0.345
H -2.568 3.841 -1.506
H -3.084 3.838 -3.907
H -3.247 1.679 -5.132
H -2.790 -0.424 -3.952
H -4.093 -1.555 -1.543
H -3.169 -2.142 -0.143
H -3.880 -0.514 -0.133
H -2.302 -2.262 -2.833
H -0.779 -1.355 -2.824
H -1.126 -2.542 -1.552
C 3.301 -1.097 3.343
C 3.306 -1.052 1.807
C 3.243 -2.426 1.200
C 4.394 -3.150 0.957
C 4.324 -4.443 0.457
C 3.091 -5.023 0.206
C 1.905 -4.356 0.477
C 0.600 -5.046 0.137
C 0.293 -6.223 1.077
C 1.987 -3.037 0.990
N 0.860 -2.264 1.255
C -0.048 -2.746 2.041
C -1.244 -2.063 2.327
C -2.239 -2.483 3.274
C -3.197 -1.523 3.261
C -2.772 -0.548 2.291
N -1.615 -0.864 1.733
H 3.388 -0.090 3.759
H 4.146 -1.684 3.706
H 2.383 -1.553 3.722
H 4.218 -0.550 1.475
H 2.442 -0.484 1.461
H 5.359 -2.698 1.159
H 5.234 -4.994 0.253
H 3.046 -6.018 -0.221
H 0.666 -5.432 -0.882
H -0.229 -4.338 0.151
H 1.037 -7.012 0.966
H -0.686 -6.646 0.849
H 0.303 -5.917 2.125
H 0.119 -3.688 2.562
H -2.204 -3.384 3.872
H -4.108 -1.478 3.840
H -3.314 0.349 2.034
C 3.633 2.493 -1.738
C 2.803 1.616 -0.796
C 2.602 2.368 0.527
P 1.199 0.978 -1.481
C 1.659 -0.350 -2.711
C 1.801 -1.714 -2.027
C 2.913 -0.101 -3.549
C 0.405 2.307 -2.489
C 1.043 2.614 -3.844
C 0.232 3.575 -1.645
H 4.610 2.648 -1.278
H 3.174 3.474 -1.864
H 3.803 2.059 -2.719
H 3.352 0.693 -0.587
H 1.980 3.254 0.387
H 3.571 2.701 0.903
H 2.150 1.738 1.289
H 0.806 -0.374 -3.397
H 2.724 -1.749 -1.445
H 1.849 -2.514 -2.771
H 0.973 -1.923 -1.356
H 3.813 -0.091 -2.931
H 2.866 0.821 -4.124
H 3.016 -0.923 -4.260
H -0.585 1.892 -2.685
H 2.072 2.960 -3.756
H 0.468 3.413 -4.317
H 1.014 1.753 -4.514
H 1.183 4.092 -1.510
H -0.187 3.354 -0.659
H -0.444 4.264 -2.153

***

Record 4
15
Properties=species:S:1:pos:R:3 method="wB97M-V/def2-TZVPD" homo_energy_ha=-0.3280 smiles="CSSCCC=O" charge=0 relative_energy_kcal_mol=27.2 energy_ev=-27994.522
C -2.885 0.736 0.268
S -1.737 -0.502 -0.270
S -0.311 -0.059 1.513
C 1.158 0.723 0.684
C 1.250 0.573 -0.845
C 2.034 -0.687 -1.164
O 3.139 -0.647 -1.612
H -3.291 0.562 1.263
H -2.385 1.701 0.240
H -3.767 0.791 -0.376
H 2.000 0.303 1.224
H 0.976 1.782 0.860
H 0.309 0.685 -1.371
H 1.837 1.442 -1.159
H 1.557 -1.624 -0.816